Entry 1:
{
  "formula": "C4H7HgO2",
  "method": "wB97M-V/def2-TZVPD",
  "e_above_lowest_kcal_mol": 27.5,
  "homo_energy_ev": [-8.477, -8.158],
  "charge": 0,
  "multiplicity": 2,
  "lumo_ev": [0.67, -2.33],
  "elements": ["Hg", "O", "O", "C", "C", "C", "C", "H", "H", "H", "H", "H", "H", "H"],
  "xyz": [[3.74435, -1.90333, 3.04055], [1.21816, -0.01366, 0.75639], [3.05238, -1.24651, 0.83227], [1.43366, 0.20238, -0.68123], [-2.66982, 0.23942, 0.24583], [2.07768, -0.77310, 1.46261], [-2.79586, 0.73436, -0.99588], [-2.43311, 0.89385, 1.08920], [2.41449, 0.66975, -0.83965], [-2.54652, -0.83373, 0.41234], [0.70216, 0.91771, -1.07209], [-2.67903, 1.80368, -1.18739], [1.39736, -0.76022, -1.20831], [-2.91591, 0.06940, -1.85464]],
  "forces_ev_per_a": [[0.49, -0.48, 1.77], [-0.65, 0.00, 1.50], [-2.62, 1.02, 1.29], [0.88, -0.12, 0.07], [0.87, 0.32, -0.84], [2.27, 0.07, -5.68], [0.34, -0.37, 0.76], [-0.29, -0.21, -0.23], [-0.11, -0.36, 0.21], [-0.50, 0.30, 0.03], [-0.24, -0.47, 0.64], [-0.36, -0.31, 0.03], [-0.06, 0.34, 0.22], [-0.02, 0.27, 0.24]],
  "lowdin_charge": [0.55, -0.14, -0.28, -0.04, -0.09, -0.38, -0.09, 0.05, 0.09, 0.05, 0.09, 0.05, 0.10, 0.04]
}

***

Entry 2:
{
  "formula": "CHBrN2",
  "method": "wB97M-V/def2-TZVPD",
  "e_above_lowest_kcal_mol": 74.0,
  "homo_energy_ev": [-9.962, -9.544],
  "charge": 0,
  "lumo_ev": [-5.03, -5.17],
  "elements": ["Br", "N", "N", "C", "H"],
  "xyz": [[2.71828, -1.00048, 0.03408], [-0.73398, 1.93167, 0.11231], [-0.43175, -0.43521, -0.21625], [-0.62019, 0.76131, 0.00381], [-0.93235, -1.25729, 0.06605]],
  "forces_ev_per_a": [[-1.36, 0.24, 0.01], [-0.05, 0.38, 0.10], [1.62, -1.92, -1.28], [-0.21, 1.39, 0.60], [0.00, -0.09, 0.58]],
  "lowdin_charge": [-0.02, 0.21, 0.18, -0.45, 0.08]
}

***

Entry 3:
{
  "formula": "C2H5KO3",
  "method": "wB97M-V/def2-TZVPD",
  "homo_energy_ev": -5.472,
  "charge": 0,
  "lumo_ev": -2.56,
  "elements": ["K", "O", "O", "O", "C", "C", "H", "H", "H", "H", "H"],
  "xyz": [[12.00667, -1.57084, 16.31611], [10.14745, 4.39902, 21.08351], [11.57736, 2.95066, 20.21584], [12.90262, -4.78569, 12.02955], [11.80981, 5.21372, 19.62819], [11.14948, 4.11275, 20.38183], [11.85967, 6.17696, 20.13592], [11.31647, 5.42064, 18.67851], [13.07213, -4.43457, 11.15536], [12.78772, 5.03078, 19.18285], [12.39723, -5.58355, 11.87386]],
  "forces_ev_per_a": [[-0.02, 0.21, 0.17], [0.38, 0.59, -0.21], [0.82, -0.78, -0.56], [0.01, 0.17, 0.30], [0.98, 1.60, -1.50], [-1.52, -0.97, 0.96], [-0.17, -0.11, 0.27], [-0.94, 0.00, 0.08], [0.09, 0.11, -0.23], [0.50, -0.57, 0.75], [-0.12, -0.24, -0.02]],
  "lowdin_charge": [0.99, -0.11, -0.13, -0.06, -0.08, -0.84, 0.06, 0.06, 0.03, 0.05, 0.03]
}

***

Entry 4:
{
  "formula": "C33H39AuCl4N2O2S2Si",
  "method": "wB97M-V/def2-TZVPD",
  "e_above_lowest_kcal_mol": 21.1,
  "homo_energy_ev": [-6.786, -7.798],
  "charge": 0,
  "multiplicity": 3,
  "lumo_ev": [-1.79, -1.77],
  "elements": ["Au", "Cl", "Cl", "Cl", "Cl", "S", "S", "Si", "O", "O", "N", "N", "C", "C", "C", "C", "C", "C", "C", "C", "C", "C", "C", "C", "C", "C", "C", "C", "C", "C", "C", "C", "C", "C", "C", "C", "C", "C", "C", "C", "C", "C", "C", "C", "C", "H", "H", "H", "H", "H", "H", "H", "H", "H", "H", "H", "H", "H", "H", "H", "H", "H", "H", "H", "H", "H", "H", "H", "H", "H", "H", "H", "H", "H", "H", "H", "H", "H", "H", "H", "H", "H", "H", "H"],
  "xyz": [[-5.52337, 13.56006, 16.62097], [-5.87806, 8.83922, 19.58062], [-7.89135, 6.82679, 18.25457], [-8.86838, 7.26938, 15.36551], [-8.30125, 9.95913, 13.89245], [-3.47807, 12.89605, 15.09714], [-3.67564, 14.38406, 17.90469], [-7.30592, 15.14960, 16.59766], [-6.80695, 11.88984, 15.55135], [-5.79539, 11.43268, 18.11462], [-1.23275, 15.35379, 17.34618], [-1.14121, 14.14969, 14.81395], [-0.21490, 19.84195, 18.37019], [-7.98128, 8.52256, 16.13238], [-9.10128, 13.52444, 17.99329], [-7.50767, 15.51075, 13.77237], [-10.09275, 15.63087, 17.09886], [-0.16032, 15.21759, 15.11069], [-6.87318, 16.18459, 18.08747], [-8.11683, 17.53352, 15.12740], [0.91487, 10.49777, 14.53982], [-2.21136, 13.90864, 15.62410], [-0.28286, 18.50131, 18.73474], [-0.83311, 9.79564, 13.02670], [-9.10201, 14.47354, 16.82130], [-7.18425, 16.30356, 15.03715], [-1.34377, 17.67080, 18.38244], [-1.27774, 20.44695, 17.68025], [-6.59087, 9.19551, 18.07889], [-9.58253, 13.73107, 15.56603], [0.19656, 9.47121, 13.91284], [-2.35284, 19.60378, 17.29367], [-1.08159, 13.54336, 13.49742], [-6.98347, 10.76180, 16.09110], [-1.30247, 16.16354, 18.56570], [0.58482, 11.80652, 14.33711], [-1.12404, 11.13781, 12.79119], [-5.72426, 16.71724, 14.99212], [0.06085, 15.34464, 16.60864], [-2.28772, 14.60553, 16.93782], [-7.74242, 9.72442, 15.48381], [-7.42248, 8.27721, 17.41169], [-0.49736, 12.14246, 13.51288], [-2.37012, 18.26294, 17.61857], [-6.38194, 10.50869, 17.49249], [-0.39316, 15.88602, 19.12352], [0.77539, 14.92475, 14.61631], [0.59434, 16.22069, 16.90292], [-2.20118, 15.89166, 19.11589], [-5.57637, 17.37812, 14.11247], [-3.16746, 19.96028, 16.67435], [-7.72028, 18.26211, 14.37483], [0.66392, 14.48232, 16.99932], [-7.31610, 15.66602, 18.97670], [-7.24548, 17.22077, 18.05707], [0.45307, 8.43627, 14.08960], [-5.42329, 17.31290, 15.84173], [-1.37888, 8.99429, 12.50467], [-7.99128, 18.05569, 16.11025], [-8.35530, 12.73291, 17.90758], [-0.56202, 16.13779, 14.59392], [0.64366, 20.45340, 18.70830], [-7.03980, 14.50260, 13.72892], [-2.10728, 13.43669, 13.09494], [-11.07791, 15.21551, 17.38680], [-8.90470, 14.01014, 18.94713], [-9.18132, 17.30782, 14.91839], [-9.80218, 16.27215, 17.93367], [-8.59890, 15.40535, 13.64339], [-10.58510, 13.31647, 15.77006], [-7.17781, 16.12843, 12.92808], [-1.30487, 21.49739, 17.47111], [-9.71923, 14.44397, 14.77111], [-10.08485, 13.06485, 18.07762], [-3.26958, 17.65227, 17.36888], [-10.27055, 16.24823, 16.18288], [1.76860, 10.26863, 15.20671], [0.62374, 18.06023, 19.17602], [-5.79185, 16.23777, 18.27273], [-1.87117, 11.38532, 12.03152], [-8.88624, 12.90403, 15.25299], [-0.51548, 14.17975, 12.79693], [-5.05966, 15.85148, 14.86533], [1.07239, 12.60248, 14.94542]],
  "forces_ev_per_a": [[-0.43, -0.81, -0.59], [0.06, 0.08, 0.25], [0.26, 0.23, -0.24], [-0.08, 0.10, -0.05], [-0.21, 0.29, -0.48], [1.19, 0.44, 0.27], [0.84, 0.65, 0.03], [-0.60, 0.76, -0.29], [0.10, -0.01, 0.05], [-0.47, -0.87, -1.02], [-0.54, 0.32, -0.88], [-0.29, 0.15, 0.88], [-0.48, 1.14, 0.32], [0.44, 0.46, -0.05], [0.01, -0.39, 0.54], [-0.34, 0.09, -0.42], [-0.38, 0.02, -0.54], [-0.68, 0.15, -0.68], [-0.11, 0.09, 1.17], [0.97, 0.62, 0.08], [0.89, -1.23, 0.34], [-0.37, -0.56, -1.08], [1.00, -0.75, -0.26], [0.56, -0.27, -0.10], [0.39, 0.34, -0.36], [-0.39, -1.12, 0.81], [0.25, 0.55, -1.53], [-0.31, -1.86, 0.26], [-1.15, -0.31, -1.75], [0.17, -0.77, 0.34], [-0.10, 0.42, -0.17], [0.62, 0.59, -0.07], [-0.08, -0.31, -1.07], [0.61, 0.14, 1.51], [0.54, 0.14, 0.69], [-0.69, 1.52, 0.53], [-0.39, -0.30, -0.27], [0.17, 0.57, -1.11], [-0.88, -1.39, 0.54], [-0.37, -0.09, 0.42], [0.22, -0.53, 0.47], [0.60, 0.43, 1.39], [0.21, -0.14, 0.35], [-0.71, -0.96, 0.69], [-0.17, 0.46, -0.02], [-0.42, 0.19, 0.24], [-0.19, 0.23, 0.20], [0.28, 0.81, -0.15], [0.26, -0.37, 0.05], [0.04, -0.24, 0.18], [0.02, 0.31, 0.20], [-0.60, -0.37, 0.30], [-0.48, 0.48, -0.46], [0.33, 0.54, -0.53], [-0.08, -0.32, 0.03], [-0.01, -0.01, 0.08], [0.15, 0.02, 0.52], [0.29, 0.54, 0.27], [-0.40, -0.45, -0.68], [-0.01, -0.10, -0.16], [0.62, -0.52, 0.84], [-0.57, -0.48, -0.35], [-0.20, 0.64, 0.00], [0.47, 0.35, 0.25], [0.32, -0.03, -0.17], [0.03, 0.22, 0.10], [0.75, 0.20, 0.16], [0.20, 0.08, -0.12], [0.59, -0.10, 0.04], [0.29, -0.11, -0.02], [0.14, -0.28, -0.22], [0.14, 0.29, -0.19], [0.01, 0.00, -0.43], [-0.18, -0.20, 0.06], [0.86, 0.45, -0.06], [0.19, -0.44, 0.89], [-0.68, -0.01, -0.45], [-0.55, 0.14, 0.12], [-0.27, -0.02, -0.13], [-0.01, 0.02, 0.49], [-0.72, 0.85, 0.23], [-0.12, 0.09, 0.48], [-0.10, 0.20, 0.16], [-0.27, -0.69, -0.60]],
  "lowdin_charge": [0.56, 0.72, 0.65, 0.68, 0.72, 0.74, 0.73, 0.61, -0.16, -0.08, -0.10, -0.13, -0.09, -0.71, -0.11, -0.11, -0.09, -0.10, -0.22, -0.09, -0.09, -0.62, -0.07, -0.07, -0.64, -0.66, -0.20, -0.06, -0.64, -0.09, -0.08, -0.08, -0.17, -0.36, -0.14, -0.06, -0.06, -0.14, -0.08, -0.60, -0.65, -0.68, -0.22, -0.04, -0.36, 0.14, 0.12, 0.11, 0.07, 0.09, 0.10, 0.09, 0.15, 0.04, 0.03, 0.10, 0.06, 0.11, 0.08, 0.06, 0.15, 0.11, 0.09, 0.08, 0.09, 0.07, 0.07, 0.07, 0.06, 0.09, 0.08, 0.09, 0.04, 0.09, 0.11, 0.07, 0.11, 0.11, -0.02, 0.12, 0.08, 0.14, 0.05, 0.11]
}

***

Entry 5:
{
  "formula": "C9H18I2N3OP2Tb",
  "method": "wB97M-V/def2-TZVPD",
  "e_above_lowest_kcal_mol": 98.4,
  "homo_energy_ev": [-15.196, -15.453],
  "charge": 2,
  "multiplicity": 7,
  "lumo_ev": [-8.75, -11.06],
  "elements": ["Tb", "I", "I", "P", "P", "O", "N", "N", "N", "C", "C", "C", "C", "C", "C", "C", "C", "C", "H", "H", "H", "H", "H", "H", "H", "H", "H", "H", "H", "H", "H", "H", "H", "H", "H", "H"],
  "xyz": [[0.01153, -0.65307, -0.71027], [0.35329, -1.46849, -3.68603], [-0.46287, 1.63303, -2.73468], [-2.73851, -0.03022, -0.44797], [2.73700, 0.07535, -0.44403], [-0.05093, 2.78742, 0.34090], [-0.01415, 0.80832, 6.02567], [0.01881, -0.60269, 4.01855], [0.00832, -0.71532, 1.59214], [-0.00284, 0.23926, 4.99347], [3.72966, 1.52495, -0.02872], [0.00774, -0.52841, 2.75378], [-3.38918, -0.62511, -2.09120], [3.44977, -1.18973, 0.65480], [-0.00810, 1.66664, 0.00385], [-3.41554, -1.31018, 0.64913], [-3.77622, 1.39711, -0.05180], [3.43809, -0.50246, -2.07044], [3.07031, 0.20758, -2.82327], [3.17144, -0.92026, 1.67737], [-4.50375, -1.40878, 0.51158], [3.45350, 2.33307, -0.70263], [4.79372, 1.29560, -0.08542], [-2.88623, -1.57888, -2.32492], [-4.49307, -0.72598, -2.02754], [2.95207, -1.46729, -2.30561], [3.44628, 1.85186, 0.96826], [-2.89763, -2.25359, 0.43908], [-4.83179, 1.13109, -0.11207], [-3.52093, 2.20862, -0.72745], [-3.04739, 0.10382, -2.83926], [4.54007, -1.26107, 0.52632], [2.96702, -2.15066, 0.44764], [-3.14259, -1.02841, 1.67141], [4.54341, -0.58218, -2.00610], [-3.51029, 1.73906, 0.94548]],
  "forces_ev_per_a": [[-0.17, 0.18, -1.62], [-0.39, 0.23, 0.38], [0.33, -0.59, -0.73], [-1.27, -0.67, -0.76], [1.55, -0.76, -0.86], [0.24, -4.68, -1.20], [-0.01, 0.40, 0.12], [-0.05, 0.61, 1.63], [0.03, 0.26, 2.20], [0.04, -1.08, -0.89], [-0.78, 0.39, -0.01], [0.03, -0.50, -1.95], [0.60, 0.34, 0.51], [-0.59, -0.04, 0.30], [-0.22, 5.41, 2.04], [0.46, -0.02, 0.24], [0.76, 0.29, 0.03], [-0.68, 0.17, 0.43], [0.53, -0.17, -0.03], [0.38, -0.11, 0.06], [0.44, -0.07, 0.20], [0.25, 0.12, -0.13], [-0.09, 0.01, -0.02], [-0.48, 0.18, 0.00], [0.73, 0.01, -0.22], [0.63, 0.34, 0.09], [0.21, 0.05, 0.21], [-0.36, -0.08, 0.02], [0.08, 0.04, -0.03], [-0.23, 0.13, -0.18], [-0.53, -0.26, 0.05], [-0.41, -0.02, 0.11], [0.31, -0.08, -0.01], [-0.41, -0.14, 0.01], [-0.72, 0.10, -0.18], [-0.21, 0.02, 0.19]],
  "lowdin_charge": [0.68, 0.30, 0.48, 0.66, 0.70, 0.07, 0.33, 0.23, 0.05, -0.17, -0.23, -0.19, -0.27, -0.27, -0.45, -0.27, -0.23, -0.29, 0.03, 0.04, 0.08, 0.06, 0.07, 0.03, 0.08, -0.02, 0.05, 0.05, 0.07, 0.05, -0.01, 0.08, 0.05, 0.04, 0.08, 0.06]
}

***

Entry 6:
{
  "formula": "C5H7O3S",
  "method": "wB97M-V/def2-TZVPD",
  "e_above_lowest_kcal_mol": 117.1,
  "homo_energy_ev": [-2.076, -2.075],
  "charge": -1,
  "lumo_ev": [3.55, 3.55],
  "elements": ["S", "O", "O", "O", "C", "C", "C", "C", "C", "H", "H", "H", "H", "H", "H", "H"],
  "xyz": [[2.67534, -2.96221, 1.01425], [-1.14899, 1.02678, -2.69238], [0.66012, 0.86581, 1.90136], [1.26241, -0.88187, 0.54838], [-1.60527, -0.11556, -0.40554], [0.91223, 0.54329, 0.57814], [2.18896, -1.45075, 1.32497], [-0.40175, 0.86324, -0.29803], [-0.70776, 0.27639, -1.60108], [-1.39315, -1.00705, 0.08480], [-2.63547, 0.40710, -0.56927], [-1.24117, 1.84182, -2.37323], [-0.57938, 1.91297, -0.18988], [2.32007, -1.06021, 2.40563], [-0.00652, 0.35261, 2.28141], [-0.29968, -0.61237, -2.00953]],
  "forces_ev_per_a": [[0.94, -1.11, -0.32], [-0.03, -4.39, -1.57], [1.99, 2.00, -0.09], [1.04, -0.31, 0.25], [-1.65, 4.40, -1.82], [-0.40, 1.13, -1.43], [-2.98, 1.13, 1.23], [2.05, -1.95, 1.23], [-0.31, -1.68, 0.46], [-0.40, -1.68, 0.51], [1.58, -1.49, 0.99], [-0.68, 5.41, 1.61], [-0.30, 0.46, 0.02], [0.09, 0.25, -2.08], [-2.33, -1.71, 0.99], [1.41, -0.43, 0.01]],
  "lowdin_charge": [0.50, 0.02, -0.08, -0.19, -0.05, -0.37, -0.80, -0.20, -0.36, 0.06, 0.12, 0.00, 0.11, 0.09, 0.03, 0.13]
}